# 1
Formula: C32H56Br20F9I2N2O4PS
Source: the OMol25 dataset
Level of theory: ωB97M-V/def2-TZVPD

* M: 2618.7 g/mol
* frontier orbital gap: 8.211 eV
* 2S+1: 1

Each line ends with the Mulliken charge.
Atoms and positions in Å:
1 I -2.57778 -4.84085 0.11479  0.16
2 I 1.35180 -4.43373 -0.90718  -0.16
3 Br -1.78165 -2.27061 7.85834  -0.09
4 Br -7.14957 9.49100 -10.14082  -0.16
5 Br 9.15586 -1.84700 0.77455  -0.11
6 Br 6.15641 0.55635 0.00260  -0.09
7 Br -4.54025 2.96544 3.77032  -0.05
8 Br -8.40176 4.59523 -9.67572  -0.14
9 Br -4.25721 -8.03084 -2.91865  -0.13
10 Br -3.85536 2.31628 7.33252  -0.13
11 Br -6.54582 5.34250 -1.97276  -0.15
12 Br -6.29502 6.58402 -12.27773  -0.12
13 Br 0.43264 -2.90196 4.11011  -0.09
14 Br -1.25542 -5.68746 5.84252  -0.15
15 Br -4.44618 -4.77667 8.21100  -0.12
16 Br 9.98493 -0.34272 4.35853  -0.10
17 Br -5.32725 5.61939 -7.91143  -0.14
18 Br 10.95563 0.84567 -1.00897  -0.17
19 Br 12.19692 2.47714 3.53140  -0.14
20 Br -2.50495 -8.82444 0.28360  -0.14
21 Br -6.83067 2.84933 -4.68491  -0.16
22 Br 5.96275 3.28858 2.46115  -0.16
23 S -0.59335 -0.07273 -1.68678  1.10
24 P 0.34000 -2.08020 -1.27845  0.10
25 F 0.69456 0.72989 0.45913  -0.26
26 F -2.70461 2.94005 1.24749  -0.34
27 F 0.26003 2.54520 2.37468  -0.27
28 F 0.99603 1.92839 -1.28742  -0.30
29 F -2.37387 0.83976 1.00808  -0.22
30 F -0.34430 3.52847 0.01730  -0.31
31 F -1.61207 2.67648 3.40893  -0.28
32 F -0.82051 0.75334 2.93607  -0.20
33 F -1.84746 2.53988 -1.12005  -0.26
34 O -2.01362 -0.24999 -1.51957  -0.65
35 O -0.26356 0.34771 -3.02349  -0.71
36 O 4.16209 -2.04971 -0.62465  -0.62
37 O -2.83560 -2.05858 0.84658  -0.47
38 N -0.04917 -4.02052 -3.30118  -0.01
39 N 2.59158 -1.47649 0.99388  1.21
40 C -1.10160 -4.59457 -4.14407  -0.95
41 C -2.01278 -4.13223 4.95303  -0.09
42 C -4.59075 3.90009 6.47411  -0.61
43 C -5.52085 3.54065 5.34724  -0.60
44 C -5.51903 3.71660 -2.28942  -0.41
45 C -0.53125 -2.24302 0.37363  1.65
46 C 3.28949 -0.25421 1.47019  -0.41
47 C 7.51130 2.29350 1.82338  -0.54
48 C -4.48144 -9.52532 -1.71030  -0.54
49 C -2.86550 -4.48380 9.30601  -0.54
50 C 2.89335 -2.60120 1.88149  -1.32
51 C -2.57334 -3.01717 9.47028  -0.59
52 C -5.25158 3.50064 -3.75311  -0.48
53 C -0.93583 1.99295 2.49231  0.80
54 C 11.91877 -0.19824 4.50311  -0.56
55 C -1.25436 -3.78631 3.70264  -0.34
56 C -1.97427 -2.79220 0.46940  -1.07
57 C -8.17570 5.28161 -7.86934  -0.40
58 C -7.12735 6.35640 -7.81468  -0.25
59 C 0.07009 1.29928 -0.57678  0.04
60 C -5.41426 8.87070 -10.77330  -0.47
61 C 3.03895 -1.72085 -0.34814  -0.10
62 C 11.05274 -1.65177 0.39996  -0.53
63 C 2.07344 -1.46849 -1.49578  -0.85
64 C -0.52061 -2.73444 -2.83550  -1.56
65 C -4.35496 -9.11019 -0.27132  -0.60
66 C -1.75650 2.00533 1.14144  0.56
67 C -5.49608 8.35665 -12.18419  -0.59
68 C -0.96498 2.36082 -0.13240  0.64
69 C 12.33827 1.16964 4.96688  -0.55
70 C 11.50160 -0.21970 0.52524  -0.42
71 C 7.41538 1.99799 0.35230  -0.02
72 H -6.20428 2.73895 5.60517  0.36
73 H -7.94338 4.43175 -7.23615  0.15
74 H -5.06666 8.12000 -10.06965  0.24
75 H -5.12825 4.42908 7.25768  0.36
76 H 2.11783 -0.42468 -1.79973  0.71
77 H -4.76633 9.74264 -10.72351  0.36
78 H -6.08425 9.00197 -12.82765  0.38
79 H 8.37261 1.64533 -0.02552  -0.23
80 H -1.81545 -3.06898 3.10847  0.04
81 H 3.77109 -0.40499 2.42403  0.50
82 H 0.67106 -3.77674 -3.97044  0.21
83 H -6.08983 4.41223 5.03165  0.33
84 H -1.57648 -2.76315 -2.61960  0.55
85 H -2.01505 -3.32416 5.68412  -0.23
86 H 12.32815 -0.45102 3.53036  0.26
87 H -4.93971 4.40629 -4.26272  0.40
88 H 7.57550 1.39383 2.42644  0.30
89 H 13.38651 1.17033 5.25650  0.35
90 H 11.09935 0.27062 1.40717  0.08
91 H -1.83646 -2.85837 10.25419  0.34
92 H -5.48273 -9.90157 -1.90680  0.33
93 H -7.17172 6.88145 -6.86298  0.38
94 H -9.14549 5.68690 -7.59028  0.37
95 H -0.74904 -5.55136 -4.49436  0.34
96 H -4.49756 2.72917 -3.89165  0.29
97 H 7.08851 2.85107 -0.23277  0.42
98 H -7.21627 7.06953 -8.62512  0.05
99 H 12.58799 -0.15928 0.54084  0.39
100 H -2.05164 -5.02352 8.83209  0.28
101 H -3.74794 4.49844 6.14547  0.36
102 H -1.01699 -4.65391 3.09487  0.42
103 H -0.56258 -1.30039 0.90342  -0.28
104 H 2.13789 -3.36420 1.83084  0.31
105 H -3.46103 -2.43247 9.68539  0.37
106 H 8.36915 2.92960 2.03001  0.37
107 H 2.92609 -2.27881 2.90858  0.42
108 H 11.55692 -2.27038 1.13993  0.32
109 H 11.73473 1.53666 5.78959  0.38
110 H -1.31963 -3.98894 -5.02415  0.34
111 H -3.09218 -4.93669 10.26851  0.37
112 H 2.47199 -2.04760 -2.31258  0.43
113 H -4.58461 3.85765 -1.75095  0.09
114 H 2.60298 0.57304 1.59317  -0.01
115 H -0.37402 -2.02844 -3.64621  0.89
116 H 3.85396 -3.06069 1.66968  0.25
117 H -2.01240 -4.71879 -3.58532  0.32
118 H 11.22296 -2.06326 -0.58901  0.43
119 H 0.07647 -2.91217 0.95768  0.27
120 H -3.75073 -10.27396 -1.99631  0.37
121 H -4.71383 -9.91122 0.37052  0.34
122 H -6.07554 2.90249 -1.83844  0.43
123 H 12.21128 -0.95616 5.22599  0.37
124 H -4.89299 -8.19613 -0.04271  0.37
125 H 4.06401 0.08860 0.78365  -0.29
126 H -4.49933 8.23881 -12.60286  0.34
127 H -3.03730 -4.40915 4.71333  0.43



# 2
Formula: C4H8S2
Source: the OMol25 dataset
Level of theory: ωB97M-V/def2-TZVPD

* M: 120.2 g/mol
* frontier orbital gap: 8.542 eV
* 2S+1: 1
* relative energy (zero: lowest compared OMol25 entry of this formula, charge and spin): 17.5 kcal/mol

Each line ends with the natural charge from an NBO analysis.
Atoms and positions in Å:
1 S 0.46374 1.42905 0.14095  0.33
2 S -0.77603 -0.98478 -1.06273  -0.04
3 C 0.90910 -0.96054 1.17508  -0.48
4 C -0.33241 2.09101 -1.42060  -0.75
5 C -0.05295 -1.84651 1.99562  -0.59
6 C 0.20976 -0.27450 0.04004  -0.28
7 H 0.03763 3.12421 -1.56309  0.23
8 H -0.97073 -1.37099 2.27110  0.21
9 H 1.76607 -1.61976 0.84468  0.24
10 H 0.46118 -2.09379 2.91031  0.21
11 H 1.21743 -0.20603 1.81271  0.21
12 H -1.43693 2.25230 -1.36078  0.23
13 H -0.37995 -2.74376 1.42203  0.22
14 H -0.09901 1.49283 -2.32941  0.25



# 3
Formula: C5H9NO
Source: the OMol25 dataset
Level of theory: ωB97M-V/def2-TZVPD

* M: 99.1 g/mol
* frontier orbital gap: 9.756 eV
* 2S+1: 1
* relative energy (zero: lowest compared OMol25 entry of this formula, charge and spin): 44.6 kcal/mol

Each line ends with the natural charge from an NBO analysis.
Atoms and positions in Å:
1 O -0.90430 0.14015 2.36009  -0.52
2 N -0.63345 -0.43507 -0.97853  -0.63
3 C -1.57376 -0.53244 0.14530  -0.33
4 C -0.83796 -0.67074 1.47224  0.43
5 C 0.61148 0.16601 -0.61500  0.18
6 C 0.56554 1.65720 -0.43661  -0.66
7 C 1.70624 -0.57075 -0.42772  -0.46
8 H -2.22889 0.34449 0.21028  0.21
9 H 2.65274 -0.12119 -0.14551  0.21
10 H 1.52237 2.03191 -0.06472  0.22
11 H 1.67640 -1.65502 -0.53445  0.19
12 H -0.18868 -1.56874 1.56806  0.11
13 H -2.19508 -1.42551 -0.00390  0.22
14 H 0.33920 2.13994 -1.39278  0.23
15 H -0.46698 -1.34820 -1.38352  0.37
16 H -0.21321 1.95148 0.27752  0.23



# 4
Formula: C5H13NOS
Source: the OMol25 dataset
Level of theory: ωB97M-V/def2-TZVPD

* M: 135.2 g/mol
* frontier orbital gap: 8.633 eV
* 2S+1: 1
* relative energy (zero: lowest compared OMol25 entry of this formula, charge and spin): 5.1 kcal/mol

Each line ends with the natural charge from an NBO analysis.
Atoms and positions in Å:
1 S -2.82165 0.84747 -1.58791  0.17
2 O 0.52884 0.79833 -0.66173  -0.62
3 N 1.50840 -1.08110 0.09514  -0.82
4 C 1.38775 0.92375 1.53885  -0.51
5 C -1.82803 0.16884 -2.94937  -0.73
6 C -2.80349 -0.54740 -0.44195  -0.75
7 C 1.13722 0.21648 0.21850  0.67
8 C 2.48333 0.36830 2.46344  -0.61
9 H 1.62926 1.93741 1.25375  0.24
10 H 2.18506 -1.48950 0.71972  0.39
11 H -2.29548 -0.72062 -3.35816  0.20
12 H -1.78112 0.95470 -3.69603  0.23
13 H 0.42101 1.01752 2.04360  0.24
14 H -0.83285 -0.03908 -2.55324  0.23
15 H -3.80891 -0.65322 -0.03558  0.22
16 H 2.45174 -0.72146 2.45721  0.19
17 H -2.48266 -1.48986 -0.86569  0.22
18 H -2.21467 -0.25216 0.42319  0.21
19 H 1.41176 -1.55545 -0.78816  0.40
20 H 2.24548 0.57562 3.50603  0.22
21 H 3.47901 0.74145 2.21840  0.22



# 5
Formula: C14H8Cl48O4PS
Source: the OMol25 dataset
Level of theory: ωB97M-V/def2-TZVPD

* charge: +1
* M: 2005.0 g/mol
* frontier orbital gap: 7.796 eV
* 2S+1: 1

Each line ends with the Mulliken charge.
Atoms and positions in Å:
1 Cl 1.89416 -7.19707 1.50373  -0.09
2 Cl 2.97961 9.31478 -0.16608  -0.10
3 Cl -0.83830 3.51437 -1.45690  -0.11
4 Cl 1.86540 3.79620 1.01609  -0.08
5 Cl 4.88190 7.20885 -0.68787  -0.08
6 Cl 1.69427 4.68366 -6.19779  -0.04
7 Cl 1.80254 5.63003 -8.92324  -0.09
8 Cl -0.82005 -3.15162 -1.47158  -0.01
9 Cl 13.54708 3.07180 1.89961  -0.09
10 Cl 1.96821 -2.64078 4.56272  0.04
11 Cl 2.00800 -3.44193 -2.09571  -0.07
12 Cl 0.07992 -3.19315 -4.21248  -0.08
13 Cl 11.23656 4.70309 1.32633  -0.11
14 Cl 0.84593 -5.23196 3.34864  -0.09
15 Cl 3.12516 -4.59384 1.70490  -0.10
16 Cl 1.68060 1.28800 -0.42321  0.03
17 Cl 3.70188 3.22063 -1.13153  -0.07
18 Cl -5.83257 -3.42635 0.10332  -0.09
19 Cl 4.04465 6.05298 -7.15768  -0.09
20 Cl 8.73115 -0.66372 3.27509  -0.09
21 Cl -4.05517 -8.69369 -2.22167  -0.09
22 Cl -4.23250 -4.48672 2.26406  -0.05
23 Cl -12.54260 -5.38057 -0.38176  -0.10
24 Cl -3.25292 -5.99379 -2.85622  -0.07
25 Cl -6.29020 -2.53570 2.81361  -0.10
26 Cl -5.12059 -6.47622 -0.71135  0.02
27 Cl 3.33593 8.32615 -2.85547  -0.09
28 Cl -5.93658 -6.88336 -3.44697  -0.09
29 Cl 0.60977 -0.21037 5.33686  -0.09
30 Cl -11.70474 -4.93520 2.34298  -0.09
31 Cl 3.89355 1.77924 1.36037  0.07
32 Cl 1.58933 7.51212 -6.74499  -0.10
33 Cl 0.31709 5.39247 -3.31911  0.03
34 Cl 0.22233 -2.63540 6.85525  -0.10
35 Cl -2.07104 3.94378 -4.03754  -0.12
36 Cl 11.02675 1.82978 1.24210  -0.04
37 Cl -7.01383 -5.21447 2.02649  -0.02
38 Cl 0.71847 -0.92791 -2.53863  -0.01
39 Cl -10.65793 -7.17836 0.86049  -0.09
40 Cl 6.04406 0.36670 3.49895  -0.09
41 Cl 2.05518 6.67265 -0.87346  0.01
42 Cl 2.75029 -1.25158 6.96998  -0.09
43 Cl 12.52386 3.22591 -0.79347  -0.10
44 Cl 7.19939 -0.10757 0.89431  -0.08
45 Cl 0.45721 2.56428 -3.85570  -0.03
46 Cl 0.51353 -4.85596 0.51462  0.01
47 Cl 8.17075 2.06107 2.52567  -0.06
48 Cl -9.85185 -4.49661 0.17618  -0.04
49 S -2.99032 1.90918 -0.19206  0.07
50 P -2.53322 2.33545 1.91238  0.85
51 O -0.98845 2.40539 1.99936  -0.25
52 O -2.06009 0.63317 -0.54708  0.16
53 O -3.18687 1.40312 2.78610  -0.56
54 O -3.14036 3.77283 2.13571  -0.45
55 C 0.50039 -2.68023 -2.58006  0.15
56 C -2.90562 -0.59656 -0.65613  0.17
57 C -3.36354 -1.08520 0.71622  -0.57
58 C -5.84469 -3.91908 1.80646  0.22
59 C 7.53834 0.41541 2.54927  0.30
60 C 3.31575 7.88501 -1.14393  0.26
61 C 1.59426 -5.47943 1.76933  0.22
62 C -4.59331 -7.01661 -2.30950  0.25
63 C -0.52986 3.86162 -3.17727  0.18
64 C -11.19302 -5.49827 0.74911  0.33
65 C 2.79087 2.52554 0.20784  0.07
66 C 2.28458 5.96987 -7.26030  0.29
67 C 12.08615 3.20598 0.91781  0.34
68 C 1.39120 -1.68648 5.93246  0.27
69 H -4.10229 3.64484 2.02507  0.39
70 H -4.33841 -0.68291 0.96703  0.34
71 H -2.63583 -0.80804 1.47621  0.30
72 H -4.29000 1.50775 -0.12352  0.31
73 H -0.64031 1.49863 1.86920  0.34
74 H -3.78055 -0.33822 -1.25048  0.53
75 H -3.37528 -2.16980 0.69054  0.14
76 H -2.30318 -1.36760 -1.13171  -0.63



# 6
Formula: C3H10NO
Source: the OMol25 dataset
Level of theory: ωB97M-V/def2-TZVPD

* M: 76.1 g/mol
* frontier orbital gap (spin up / spin down): 9.288 / 8.803 eV
* 2S+1: 2
* relative energy (zero: lowest compared OMol25 entry of this formula, charge and spin): 9.2 kcal/mol

Each line ends with the natural charge from an NBO analysis.
Atoms and positions in Å:
1 O 0.17081 -0.42735 -0.37687  -0.76
2 N 1.38966 -2.73636 -1.98009  -1.12
3 C -0.50983 1.41189 2.08772  -0.69
4 C -0.15328 1.09407 -0.45315  -0.16
5 C -0.99038 1.39802 0.70155  -0.11
6 H -1.98301 1.69005 0.37411  0.18
7 H 1.42450 -3.60300 -1.47783  0.36
8 H 1.03989 -2.74918 -2.91517  0.36
9 H -1.26929 1.72621 2.79943  0.22
10 H 1.02833 -1.99727 -1.39161  0.39
11 H -0.15940 0.40756 2.35594  0.24
12 H 0.34962 2.05033 2.32367  0.23
13 H -0.67792 -0.81775 -0.19212  0.46
14 H 0.87585 1.44642 -0.39021  0.20
15 H -0.53556 1.10635 -1.46536  0.20



So what do the calculations give for E? Going down the list: -55377.31437; -953.55867; -325.86653; -726.49302; -23667.57142; -250.20211 Eh.